No. 1
The following is a DFT calculation (the ωB97M-V functional and the def2-TZVPD basis) of the ion C6H10 with charge +1.

Computed properties:
- Frontier orbital gap (spin up / spin down): 0.343 / 0.195 hartree
- Spin multiplicity: 2
- Energy above the lowest of the compared OMol25 structures with the same formula, charge and spin: 204.62 kJ/mol
- HOMO energy (spin up / spin down): -14.0613 / -13.8428 eV
- Total charge: +1

Last column: Mulliken spin population.
Cartesian coordinates (Å):
C (-1.208, -0.724, 1.597)  0.06
C (-2.029, -1.420, 0.708)  0.07
C (0.299, -0.502, 1.350)  0.02
C (0.559, 0.637, 0.409)  0.33
C (0.971, 0.372, -0.886)  0.38
C (1.246, 1.326, -2.102)  0.02
H (-1.560, -0.255, 2.488)  0.00
H (-3.147, -1.324, 0.900)  0.00
H (-1.608, -2.311, 0.018)  0.00
H (0.561, -1.503, 0.884)  0.00
H (0.772, -0.231, 2.297)  0.02
H (0.507, 1.718, 0.720)  0.01
H (0.695, -0.700, -1.147)  0.01
H (2.292, 1.803, -2.101)  0.04
H (0.580, 2.265, -2.091)  0.03
H (1.071, 0.847, -3.044)  0.00

Atoms 1-3, force components in eV/Å:
-0.9398 -0.6340 -2.6504
1.1855 -0.5573 1.5655
-0.2773 -1.1870 -0.5964


No. 2
The following is a DFT calculation (the ωB97M-V functional and the def2-TZVPD basis) of a structure of composition C19H21N3O2.

Computed properties:
- Frontier orbital gap: 0.296 hartree
- Spin multiplicity: 1
- Energy above the lowest of the compared OMol25 structures with the same formula, charge and spin: 1651.12 kJ/mol
- HOMO energy: -7.4138 eV

Last column: natural (NBO) charge in e.
Cartesian coordinates (Å):
C (4.478, -1.955, -0.244)  -0.60
C (3.399, -1.680, 0.591)  -0.04
O (2.262, -1.132, -0.130)  -0.53
C (2.086, 0.053, -0.548)  0.29
C (3.009, 0.883, -0.444)  -0.35
C (2.727, 2.269, -0.695)  -0.20
C (1.544, 2.553, -1.272)  -0.24
C (0.648, 1.734, -1.800)  -0.29
C (0.798, 0.444, -1.315)  0.17
N (-0.049, -0.644, -1.387)  -0.59
C (-1.461, -0.268, -1.741)  0.84
O (-1.963, 0.593, -2.438)  -0.59
N (-2.125, -1.777, -1.605)  -0.64
H (-1.715, -2.178, -0.822)  0.35
C (-3.591, -1.466, -1.487)  -0.13
H (-4.134, -2.418, -1.527)  0.18
H (-3.838, -0.819, -1.996)  0.14
C (-4.015, -1.115, 0.162)  -0.43
C (-3.043, 0.205, 0.463)  -0.10
C (-3.374, 1.460, 0.337)  -0.01
N (-2.345, 2.162, 0.581)  -0.51
C (-1.501, 1.444, 1.416)  0.12
C (-0.159, 1.751, 1.896)  -0.21
C (0.501, 0.638, 2.545)  -0.26
C (0.071, -0.549, 2.092)  -0.11
C (-1.057, -0.990, 1.747)  -0.35
C (-1.880, -0.158, 1.201)  0.01
H (-1.472, -1.868, 1.709)  0.21
H (0.585, -1.550, 2.880)  0.15
H (1.559, 0.739, 2.900)  0.22
H (0.239, 2.757, 1.813)  0.22
H (-2.212, 3.126, 0.383)  0.42
H (-4.134, 1.909, -0.279)  0.22
H (-3.837, -2.039, 0.726)  0.20
H (-5.071, -0.874, 0.102)  0.21
H (0.232, -1.248, -0.874)  0.37
H (-0.208, 1.958, -2.383)  0.25
H (1.479, 3.706, -1.532)  0.19
H (3.518, 3.149, -0.539)  0.21
H (3.773, 0.962, 0.344)  0.22
H (3.603, -1.033, 1.538)  0.18
H (2.783, -2.526, 1.315)  0.21
H (4.046, -2.739, -1.043)  0.19
H (4.691, -1.194, -0.820)  0.23
H (5.156, -2.278, 0.180)  0.19

Atoms 1-3, force components in eV/Å:
-11.6514 -1.2555 -8.6067
-5.9431 1.0357 6.7048
-1.2714 -5.6333 1.2777


No. 3
The following is a DFT calculation (the ωB97M-V functional and the def2-TZVPD basis) of a cluster of 2 separate species, C4H12P2 in total.

Computed properties:
- Frontier orbital gap: 0.304 hartree
- Spin multiplicity: 1
- Energy above the lowest of the compared OMol25 structures with the same formula, charge and spin: 387.33 kJ/mol
- HOMO energy: -7.9375 eV

Last column: natural (NBO) charge in e.
Cartesian coordinates (Å):
C (-1.469, 1.364, -0.153)  -0.94
C (0.523, 1.868, 1.887)  -0.91
C (0.003, -2.322, -0.502)  -0.74
C (0.748, -0.185, 0.276)  -0.66
P (0.181, -2.686, -2.278)  0.32
P (-0.657, 0.511, 1.253)  0.78
H (-0.739, 1.364, -0.938)  0.23
H (-2.009, 2.269, 0.172)  0.24
H (-2.296, 0.685, -0.446)  0.23
H (0.040, 2.619, 2.592)  0.23
H (1.008, 2.267, 0.884)  0.21
H (1.371, 1.461, 2.287)  0.22
H (-1.159, -2.363, -0.197)  0.22
H (0.725, -2.997, 0.051)  0.22
H (1.552, -0.403, 0.976)  0.20
H (1.012, 0.139, -0.739)  0.21
H (1.506, -2.207, -2.295)  -0.03
H (-0.339, -1.383, -2.831)  -0.03

Atoms 1-3, force components in eV/Å:
-1.6218 -0.8806 0.8493
-1.9723 1.8799 -2.8556
-0.9809 1.5307 1.8146


No. 4
The following is a DFT calculation (the ωB97M-V functional and the def2-TZVPD basis) of a cluster of 13 separate species, C65H150N6O17 in total.

Computed properties:
- Frontier orbital gap: 0.308 hartree
- Spin multiplicity: 1
- Energy above the lowest of the compared OMol25 structures with the same formula, charge and spin: 321.91 kJ/mol
- HOMO energy: -8.0653 eV

Last column: Löwdin charge in e.
Cartesian coordinates (Å):
C (3.057, 4.418, -5.882)  -0.19
C (1.758, 3.855, -6.558)  -0.23
O (1.396, 4.670, -7.647)  -0.07
O (2.877, 5.723, -5.322)  -0.08
H (3.917, 4.374, -6.550)  0.12
H (3.331, 3.724, -5.088)  0.09
H (0.994, 3.900, -5.782)  0.10
H (1.806, 2.796, -6.812)  0.11
H (0.528, 4.391, -7.946)  0.03
H (2.572, 6.262, -6.055)  0.09
C (2.128, 5.660, -1.780)  -0.22
C (2.926, 4.315, -1.795)  -0.20
O (3.572, 4.071, -0.508)  -0.09
O (1.439, 5.891, -3.015)  -0.10
H (2.767, 6.541, -1.718)  0.11
H (1.396, 5.724, -0.974)  0.10
H (3.669, 4.341, -2.592)  0.11
H (2.184, 3.566, -2.071)  0.07
H (2.894, 4.034, 0.171)  0.02
H (1.967, 6.144, -3.776)  0.03
C (4.511, -2.402, -0.145)  -0.27
C (5.978, -2.778, -0.186)  -0.27
O (6.370, -3.653, 0.811)  -0.04
O (3.721, -3.389, -0.747)  -0.06
H (4.457, -1.470, -0.709)  0.12
H (4.138, -2.166, 0.852)  0.10
H (6.567, -1.921, 0.142)  0.11
H (6.222, -3.069, -1.208)  0.13
H (6.048, -4.525, 0.570)  0.08
H (3.941, -4.223, -0.326)  0.07
C (4.998, 1.109, -4.628)  -0.23
C (3.589, 0.617, -4.702)  -0.24
O (3.124, 0.453, -6.057)  -0.06
O (5.873, 0.015, -4.984)  -0.06
H (5.248, 1.368, -3.600)  0.12
H (5.302, 2.004, -5.171)  0.12
H (2.953, 1.329, -4.176)  0.10
H (3.500, -0.251, -4.049)  0.11
H (3.701, -0.028, -6.655)  0.08
H (5.582, -0.243, -5.862)  0.06
C (-2.109, -1.915, -0.449)  -0.03
C (-1.184, -0.637, -0.342)  -0.44
C (0.215, -1.227, -0.079)  -0.16
C (1.351, -0.359, -0.332)  -0.19
C (1.198, 0.267, -1.728)  -0.09
C (-0.186, 0.931, -2.122)  -0.45
N (-1.215, 0.014, -1.629)  -0.11
O (-2.516, 0.317, -2.098)  -0.01
C (-0.391, 2.355, -1.558)  -0.01
C (-0.114, 1.055, -3.652)  -0.03
C (-1.690, 0.264, 0.847)  0.00
H (-1.953, -2.456, 0.484)  0.06
H (-1.882, -2.613, -1.255)  0.08
H (-3.157, -1.690, -0.650)  0.06
H (0.391, -1.522, 0.956)  0.11
H (0.314, -2.079, -0.752)  0.11
H (2.324, -0.851, -0.356)  0.09
H (1.483, 0.385, 0.453)  0.11
H (1.490, -0.503, -2.442)  0.09
H (1.900, 1.101, -1.735)  0.11
H (0.311, 3.109, -1.917)  0.06
H (-1.415, 2.674, -1.754)  0.09
H (-0.361, 2.455, -0.473)  0.06
H (0.143, 0.149, -4.201)  0.08
H (-1.032, 1.470, -4.069)  0.07
H (0.642, 1.793, -3.920)  0.07
H (-1.870, -0.332, 1.742)  0.05
H (-2.611, 0.805, 0.633)  0.09
H (-0.956, 1.031, 1.095)  0.05
H (-2.732, -0.302, -2.799)  0.10
C (-0.639, -5.058, 1.800)  -0.04
C (0.748, -5.219, 2.465)  -0.42
C (1.463, -3.782, 2.607)  -0.13
C (0.988, -2.835, 3.682)  -0.22
C (1.037, -3.603, 4.950)  -0.17
C (0.319, -4.945, 4.969)  -0.42
N (0.747, -5.826, 3.846)  -0.16
O (0.294, -7.080, 3.831)  0.01
C (0.801, -5.593, 6.328)  -0.03
C (-1.270, -4.744, 4.995)  -0.01
C (1.684, -5.995, 1.499)  -0.03
H (-0.648, -4.781, 0.746)  0.08
H (-1.147, -4.154, 2.135)  0.06
H (-1.259, -5.949, 1.896)  0.07
H (2.534, -3.864, 2.788)  0.11
H (1.487, -3.477, 1.561)  0.09
H (-0.030, -2.517, 3.462)  0.10
H (1.633, -1.957, 3.722)  0.09
H (0.501, -2.984, 5.669)  0.12
H (2.120, -3.656, 5.062)  0.12
H (1.881, -5.554, 6.465)  0.08
H (0.464, -5.067, 7.221)  0.07
H (0.451, -6.611, 6.499)  0.08
H (-1.807, -4.079, 4.319)  0.07
H (-1.725, -5.734, 5.024)  0.07
H (-1.599, -4.397, 5.974)  0.07
H (2.635, -6.097, 2.021)  0.09
H (1.839, -5.479, 0.551)  0.07
H (1.189, -6.877, 1.092)  0.08
H (-0.572, -6.908, 3.453)  0.07
C (-0.430, 0.454, 4.841)  -0.02
C (-0.892, 1.360, 6.041)  -0.39
C (-1.143, 2.913, 5.636)  -0.10
C (-1.817, 3.752, 6.761)  -0.18
C (-3.189, 3.160, 7.154)  -0.14
C (-3.092, 1.658, 7.639)  -0.44
N (-2.222, 0.857, 6.654)  -0.08
O (-2.088, -0.529, 7.065)  -0.04
C (-2.495, 1.647, 9.051)  -0.03
C (-4.600, 1.198, 7.698)  -0.04
C (0.282, 1.208, 7.097)  -0.03
H (0.487, 0.886, 4.440)  0.07
H (-1.196, 0.454, 4.066)  0.06
H (-0.360, -0.588, 5.154)  0.06
H (-0.187, 3.381, 5.404)  0.10
H (-1.664, 2.974, 4.680)  0.11
H (-1.976, 4.774, 6.417)  0.11
H (-1.225, 3.902, 7.664)  0.10
H (-3.833, 3.275, 6.282)  0.11
H (-3.571, 3.813, 7.939)  0.12
H (-1.586, 2.249, 9.059)  0.06
H (-3.224, 2.011, 9.775)  0.09
H (-2.188, 0.630, 9.293)  0.08
H (-4.635, 0.149, 7.991)  0.08
H (-5.225, 1.687, 8.445)  0.08
H (-5.091, 1.305, 6.730)  0.07
H (0.535, 0.175, 7.337)  0.08
H (0.006, 1.871, 7.918)  0.06
H (1.175, 1.629, 6.635)  0.07
H (-1.441, -0.463, 7.772)  0.06
C (-3.383, -5.290, -0.392)  -0.03
C (-4.616, -6.110, 0.061)  -0.48
C (-4.770, -6.023, 1.640)  -0.11
C (-5.450, -4.719, 2.074)  -0.19
C (-6.696, -4.341, 1.295)  -0.13
C (-6.498, -4.417, -0.267)  -0.45
N (-5.857, -5.709, -0.638)  -0.11
O (-5.686, -5.810, -2.027)  -0.02
C (-7.951, -4.434, -0.896)  -0.03
C (-5.746, -3.130, -0.761)  -0.03
C (-4.396, -7.570, -0.280)  -0.05
H (-2.469, -5.845, -0.181)  0.07
H (-3.271, -4.349, 0.146)  0.04
H (-3.327, -5.015, -1.446)  0.09
H (-5.302, -6.909, 1.986)  0.11
H (-3.760, -6.016, 2.050)  0.10
H (-4.686, -3.951, 1.958)  0.10
H (-5.677, -4.839, 3.133)  0.11
H (-6.984, -3.369, 1.695)  0.12
H (-7.492, -5.038, 1.558)  0.11
H (-7.908, -4.617, -1.970)  0.07
H (-8.433, -5.199, -0.288)  0.07
H (-8.445, -3.478, -0.722)  0.08
H (-6.372, -2.239, -0.712)  0.08
H (-4.918, -2.926, -0.082)  0.04
H (-5.403, -3.256, -1.787)  0.08
H (-3.497, -7.901, 0.240)  0.08
H (-4.236, -7.745, -1.343)  0.08
H (-5.214, -8.197, 0.073)  0.09
H (-6.382, -6.445, -2.211)  0.11
C (6.665, 3.368, 4.593)  -0.04
C (5.983, 2.376, 3.587)  -0.48
C (7.181, 1.556, 3.067)  -0.13
C (6.792, 0.257, 2.281)  -0.17
C (5.899, -0.620, 3.148)  -0.13
C (4.643, 0.067, 3.767)  -0.43
N (5.097, 1.407, 4.286)  -0.11
O (4.115, 2.146, 4.937)  -0.03
C (3.622, 0.248, 2.664)  -0.05
C (4.028, -0.859, 4.914)  -0.01
C (5.278, 3.207, 2.492)  -0.02
H (7.391, 3.949, 4.025)  0.08
H (7.218, 2.832, 5.364)  0.08
H (5.979, 4.028, 5.124)  0.07
H (7.817, 2.153, 2.415)  0.12
H (7.768, 1.333, 3.958)  0.11
H (7.693, -0.229, 1.905)  0.11
H (6.314, 0.515, 1.336)  0.10
H (6.353, -1.197, 3.953)  0.12
H (5.627, -1.317, 2.356)  0.09
H (3.163, -0.692, 2.358)  0.06
H (2.798, 0.906, 2.938)  0.08
H (4.032, 0.450, 1.674)  0.08
H (3.878, -1.917, 4.700)  0.07
H (4.595, -0.876, 5.844)  0.08
H (3.089, -0.401, 5.225)  0.06
H (4.871, 2.588, 1.693)  0.06
H (5.945, 3.973, 2.096)  0.09
H (4.305, 3.579, 2.812)  0.07
H (4.398, 2.133, 5.854)  0.10
C (-2.096, 3.488, -6.515)  -0.01
C (-2.609, 3.867, -8.002)  -0.43
C (-3.403, 5.212, -7.806)  -0.12
C (-3.573, 6.101, -9.061)  -0.19
C (-2.321, 6.316, -9.887)  -0.12
C (-1.543, 4.938, -10.158)  -0.45
N (-1.421, 4.106, -8.895)  -0.13
O (-0.506, 3.069, -8.903)  -0.02
C (-2.202, 4.099, -11.269)  -0.04
C (-0.173, 5.368, -10.669)  -0.05
C (-3.583, 2.827, -8.601)  -0.04
H (-1.552, 4.284, -6.007)  0.08
H (-1.491, 2.590, -6.645)  0.07
H (-3.017, 3.340, -5.952)  0.08
H (-4.396, 4.945, -7.442)  0.11
H (-2.922, 5.817, -7.038)  0.11
H (-4.088, 7.057, -8.966)  0.11
H (-4.220, 5.670, -9.825)  0.10
H (-1.630, 6.986, -9.375)  0.12
H (-2.672, 6.722, -10.836)  0.12
H (-2.308, 4.721, -12.158)  0.09
H (-1.708, 3.172, -11.560)  0.08
H (-3.178, 3.767, -10.914)  0.06
H (0.501, 5.847, -9.959)  0.08
H (0.337, 4.463, -10.999)  0.08
H (-0.221, 6.068, -11.503)  0.09
H (-4.383, 3.234, -9.218)  0.08
H (-4.137, 2.202, -7.899)  0.08
H (-3.005, 2.166, -9.247)  0.07
H (-1.042, 2.277, -8.988)  0.09
C (-4.485, 0.038, 3.771)  -0.15
O (-4.554, -0.539, 5.068)  -0.14
H (-5.407, -0.200, 3.241)  0.07
H (-4.542, 1.125, 3.829)  0.07
H (-3.693, -0.397, 3.162)  0.05
H (-3.843, -0.270, 5.654)  0.02
C (1.447, -3.074, -3.741)  -0.14
O (0.920, -4.207, -4.465)  -0.11
H (2.221, -3.473, -3.086)  0.07
H (1.809, -2.192, -4.271)  0.06
H (0.749, -2.723, -2.981)  0.05
H (0.263, -3.945, -5.114)  0.07
C (0.811, 3.599, 2.396)  -0.16
O (1.334, 4.274, 1.300)  -0.12
H (0.505, 2.593, 2.110)  0.06
H (1.443, 3.634, 3.283)  0.08
H (-0.199, 3.952, 2.608)  0.08
H (1.445, 5.171, 1.622)  0.10

Atoms 1-3, force components in eV/Å:
-0.7841 -1.1345 -0.3700
0.4942 0.7112 1.0856
0.6052 0.3406 0.1266


No. 5
The following is a DFT calculation (the ωB97M-V functional and the def2-TZVPD basis) of a structure of composition C4H6FLaO4.

Computed properties:
- Frontier orbital gap: 0.379 hartree
- Spin multiplicity: 1
- Energy above the lowest of the compared OMol25 structures with the same formula, charge and spin: 158.98 kJ/mol
- HOMO energy: -20.2794 eV
- Total charge: +2

Last column: Löwdin charge in e.
Cartesian coordinates (Å):
C (-1.754, 0.430, -1.549)  0.02
O (-0.525, -0.071, -0.988)  -0.24
H (-1.623, 1.475, -1.846)  0.12
H (-2.036, -0.189, -2.406)  0.12
H (-2.495, 0.339, -0.751)  0.12
C (0.643, 0.777, -1.023)  -0.48
O (0.398, -1.389, 1.833)  -0.19
C (0.494, -0.184, 2.069)  -0.04
C (1.432, 0.671, 1.260)  -0.02
O (1.350, 0.143, -0.073)  -0.11
O (0.737, 1.897, -1.377)  0.30
F (-0.491, -4.198, -0.895)  -0.62
H (0.044, 0.273, 2.965)  0.18
H (1.081, 1.712, 1.274)  0.18
H (2.458, 0.668, 1.648)  0.18
La (0.288, -2.353, -0.141)  2.47

Atoms 1-3, force components in eV/Å:
-0.9405 0.2840 -0.6363
1.3679 0.3173 -1.0625
-0.0488 -0.2573 0.0506


No. 6
The following is a DFT calculation (the ωB97M-V functional and the def2-TZVPD basis) of the molecule C3H4N2OS.

Computed properties:
- Frontier orbital gap: 0.359 hartree
- SMILES: CS/C(C#N)=N\O
- Spin multiplicity: 1
- Energy above the lowest of the compared OMol25 structures with the same formula, charge and spin: 419.30 kJ/mol
- HOMO energy: -9.6874 eV

Last column: natural (NBO) charge in e.
Cartesian coordinates (Å):
C (1.849, -0.495, 0.236)  -0.79
S (0.268, -0.904, -0.553)  0.24
C (-0.909, 0.302, -0.315)  -0.11
C (-0.453, 1.751, -0.333)  0.23
N (-0.329, 2.928, -0.165)  -0.28
N (-2.124, 0.199, -0.054)  -0.02
O (-2.659, -1.015, 0.064)  -0.52
H (1.963, -1.058, 1.285)  0.25
H (2.814, -0.622, -0.514)  0.27
H (1.701, 0.723, 0.521)  0.26
H (-2.120, -1.811, -0.172)  0.47

Atoms 1-3, force components in eV/Å:
1.2222 2.9045 1.6730
0.8807 -2.5730 -1.0647
2.6953 3.7525 0.3753